[1]
The following is a DFT calculation (ωB97M-V/def2-TZVPD) of a cluster of 8 separate species, C32H60O10 in total in a non-equilibrium geometry.

LUMO level = 0.35 eV
Energy relative to the best compared isomer or geometry (same formula, charge and spin) = 0.0 kcal/mol
Calculated total energy = -2007.5285 hartree
HOMO level = -0.325 Ha
Orbital gap = 9.18 eV
2S+1 = 1
Maximum force = 5.06 eV/Å

CARTESIAN COORDINATES (ANGSTROEM)
O1 4.09 -4.66 -1.33
O2 0.66 -0.74 -0.52
O3 3.23 2.91 0.71
O4 -1.89 3.69 -1.37
O5 6.08 -0.54 -2.67
O6 4.15 -4.62 0.91
O7 -2.38 -5.39 -4.78
O8 -3.61 3.22 3.52
O9 -2.93 -4.41 -0.50
O10 0.10 4.00 -2.48
C1 -2.46 -3.83 1.72
C2 3.49 -4.69 -0.26
C3 -4.14 4.06 4.53
C4 -2.57 -4.95 -3.44
C5 -1.72 4.27 4.29
C6 3.29 2.99 2.11
C7 1.87 -4.28 1.40
C8 5.21 0.60 -2.77
C9 -3.62 -5.29 0.36
C10 -2.22 -3.43 0.27
C11 -0.91 4.43 -1.84
C12 -2.34 3.68 3.02
C13 3.79 -1.14 -2.12
C14 4.06 0.34 -1.90
C15 -0.11 1.16 0.59
C16 -1.41 -3.37 -4.77
C17 -1.21 5.88 -1.49
C18 1.87 4.71 1.51
C19 -0.50 -0.25 -1.26
C20 -1.17 -4.76 -5.34
C21 -2.06 5.69 -0.31
C22 -3.85 -4.54 1.66
C23 3.23 -4.61 1.98
C24 5.22 -1.71 -2.44
C25 1.07 0.17 0.55
C26 -2.85 4.47 -0.69
C27 -2.90 4.83 5.09
C28 1.97 -4.67 -0.04
C29 -1.23 0.51 -0.14
C30 1.98 3.70 2.59
C31 2.57 4.14 0.27
C32 -1.95 -3.60 -3.40
H1 -3.63 -5.06 -3.19
H2 -2.10 -2.81 -5.41
H3 1.12 -4.87 1.94
H4 4.16 3.50 2.52
H5 -3.03 5.91 5.05
H6 -2.67 -2.44 0.16
H7 3.25 -5.62 2.39
H8 -1.16 -3.45 0.00
H9 -1.20 3.51 4.88
H10 1.59 -3.23 1.52
H11 -0.16 0.22 -2.18
H12 -2.04 -5.54 -2.70
H13 -2.76 4.58 6.14
H14 3.52 -3.83 2.70
H15 -1.12 -3.55 -2.69
H16 -4.76 -3.95 1.61
H17 1.37 -4.03 -0.70
H18 -2.57 -2.78 -3.05
H19 3.25 4.89 -0.15
H20 -2.55 4.41 2.23
H21 -1.67 -4.43 2.18
H22 -1.01 -1.13 -1.67
H23 3.35 2.02 2.59
H24 -4.96 4.70 4.21
H25 -1.10 -4.62 -6.42
H26 3.29 -1.60 -1.26
H27 -3.19 3.90 0.18
H28 -1.80 2.83 2.61
H29 3.12 -1.26 -2.97
H30 -4.66 3.40 5.22
H31 -0.92 4.96 4.02
H32 5.64 -2.27 -1.60
H33 1.51 -5.65 -0.09
H34 -0.45 -2.84 -4.82
H35 -0.25 -5.25 -5.04
H36 0.84 5.00 1.30
H37 -4.55 -5.59 -0.12
H38 1.21 -0.40 1.47
H39 4.86 0.63 -3.81
H40 -2.94 -6.13 0.51
H41 -2.01 1.23 -0.38
H42 -1.71 -0.23 0.51
H43 2.31 5.65 1.85
H44 -1.47 5.45 0.58
H45 1.14 3.01 2.51
H46 -3.96 -5.19 2.52
H47 1.81 3.92 -0.48
H48 -3.73 4.69 -1.30
H49 2.00 4.13 3.59
H50 5.78 1.51 -2.58
H51 4.26 0.56 -0.85
H52 -2.75 6.51 -0.11
H53 5.10 -2.38 -3.29
H54 -1.69 6.33 -2.36
H55 1.94 0.70 0.17
H56 3.27 1.04 -2.20
H57 -2.48 -2.93 2.33
H58 -0.43 1.42 1.60
H59 0.19 2.12 0.15
H60 -0.31 6.37 -1.12

***

[2]
The following is a DFT calculation (ωB97M-V/def2-TZVPD) of a structure of composition C32H61Br20FN3O3P2S3 in a non-equilibrium geometry.

Total charge = +1
LUMO level = -3.27 eV
Calculated total energy = -55102.9238 hartree
HOMO level = -0.382 Ha
Orbital gap = 7.13 eV
2S+1 = 1
Maximum force = 4.61 eV/Å

CARTESIAN COORDINATES (ANGSTROEM)
Br1 -2.74 -7.01 4.94
Br2 -7.43 -1.63 -2.09
Br3 -4.57 7.68 1.73
Br4 2.35 2.03 3.84
Br5 -3.96 13.62 0.19
Br6 -1.95 10.12 0.85
Br7 6.11 -1.35 3.75
Br8 -2.14 -0.43 -11.90
Br9 10.38 2.64 5.37
Br10 -5.81 -4.75 -3.20
Br11 -3.74 -3.48 -7.19
Br12 4.36 3.09 6.74
Br13 -5.76 10.50 -0.58
Br14 0.90 -2.50 -12.11
Br15 6.95 -2.82 7.02
Br16 -0.37 0.37 -2.50
Br17 -1.03 -1.11 -8.01
Br18 11.28 -0.56 3.78
Br19 -2.22 -2.71 -3.29
Br20 -0.87 -7.04 1.77
S1 2.15 -4.39 1.60
S2 -5.02 -4.28 1.93
S3 4.57 -2.75 0.69
P1 -3.58 -3.34 2.87
P2 -0.82 2.82 1.37
F1 -1.42 -1.27 3.68
O1 -1.36 4.18 1.48
O2 0.45 2.51 2.36
O3 -0.26 2.65 -0.20
N1 2.05 -0.38 3.76
N2 3.01 -2.02 2.75
N3 -2.22 -0.81 2.68
C1 11.75 2.26 4.04
C2 0.82 -3.76 0.50
C3 -1.98 -3.81 -7.97
C4 -1.62 0.09 1.64
C5 -4.44 12.86 -1.53
C6 3.82 3.32 3.94
C7 -8.14 -3.45 -2.17
C8 11.27 1.25 3.04
C9 -0.28 0.06 -11.60
C10 -0.93 -2.94 -7.34
C11 -5.81 12.22 -1.49
C12 2.94 -0.96 4.63
C13 -2.22 -0.99 -4.20
C14 3.32 -2.97 1.69
C15 8.13 -2.16 5.61
C16 -2.45 -2.00 0.44
C17 -0.85 -0.39 -4.23
C18 -7.10 -4.46 -1.77
C19 7.57 -0.92 4.97
C20 -3.21 -7.80 3.22
C21 -1.64 -3.28 0.05
C22 4.89 2.85 4.88
C23 0.63 -0.63 -12.58
C24 2.06 -1.03 2.59
C25 -2.00 -8.42 2.55
C26 -1.78 8.31 1.53
C27 -0.61 -3.80 1.14
C28 -2.82 7.39 0.92
C29 -2.20 1.57 1.59
C30 -1.76 -0.56 0.20
C31 -3.00 -1.84 1.89
C32 3.62 -2.05 3.97
H1 -2.57 6.35 1.13
H2 -2.97 -0.30 3.17
H3 -0.79 -0.67 -0.33
H4 3.39 4.28 4.23
H5 -8.97 -3.46 -1.46
H6 9.07 -1.95 6.10
H7 4.38 -2.75 4.31
H8 -2.95 -0.37 -3.69
H9 0.07 -3.29 -7.61
H10 -2.77 1.74 2.53
H11 -1.38 -9.00 3.23
H12 -7.55 -5.43 -1.59
H13 -0.69 -3.27 2.12
H14 1.01 -2.70 0.19
H15 -1.01 -2.89 -6.26
H16 -1.05 -3.01 -0.86
H17 11.96 3.21 3.56
H18 -3.67 -7.02 2.63
H19 -3.96 -1.29 1.72
H20 -2.32 -4.10 -0.30
H21 -0.57 1.80 -0.57
H22 5.13 1.79 4.76
H23 -1.78 -4.86 -7.77
H24 -3.65 12.16 -1.80
H25 -4.43 13.69 -2.23
H26 -2.50 -4.19 3.22
H27 -2.31 -9.05 1.72
H28 -0.24 1.14 -11.73
H29 8.27 -2.98 4.91
H30 -6.16 12.01 -2.49
H31 12.64 1.93 4.59
H32 8.32 -0.43 4.35
H33 0.25 -0.61 -13.60
H34 11.94 1.20 2.18
H35 -0.06 -0.19 -10.56
H36 1.48 -0.88 1.67
H37 1.16 2.11 1.82
H38 -0.78 7.99 1.24
H39 3.12 -0.66 5.68
H40 -2.93 7.53 -0.15
H41 -1.85 8.37 2.61
H42 -0.81 0.44 -4.93
H43 -0.90 -4.86 1.33
H44 0.78 -4.37 -0.43
H45 7.18 -0.21 5.69
H46 -6.55 12.83 -0.97
H47 10.26 1.44 2.69
H48 5.80 3.44 4.77
H49 -2.08 -3.66 -9.04
H50 -2.93 1.66 0.75
H51 -6.53 -4.16 -0.89
H52 -8.51 -3.60 -3.17
H53 -0.54 0.12 1.89
H54 -2.58 -1.21 -5.21
H55 4.21 3.39 2.93
H56 -2.50 -0.05 -0.46
H57 -0.07 -1.11 -4.49
H58 1.63 -0.18 -12.56
H59 -3.95 -8.57 3.45
H60 -4.18 -2.81 4.06
H61 -3.28 -2.01 -0.30